[1]
Below is an isolated molecule of HN2O3P, with properties calculated with ωB97M-V/def2-TZVPD.

XYZ file:
```
7
HN2O3P (ωB97M-V/def2-TZVPD)
O 0.41332 -3.14957 -0.66428
N 1.36597 -2.92707 -0.08479
O 1.73405 -1.46947 -0.09955
P 1.13927 0.10060 -0.51387
N 1.00856 0.62548 1.19451
O 1.16775 1.72073 1.62605
H -0.08634 -0.24115 -0.66570
```

The multiplicity is 1. The largest force on an atom is 4.49 eV/Å. As for the HOMO energy (alpha / beta): -0.32338 / -0.31711 Eh. Its energy above the lowest of the compared OMol25 structures with the same formula, charge and spin is 28.8 kcal/mol. The SMILES is O=NOPN=O. As for the orbital gap (alpha / beta): 7.9 / 7.9 eV. The molecular weight comes out at 108.0 g mol⁻¹.

natural (NBO) population analysis, charges in e, atoms 1 to 6: number 1, O, carries -0.2095; number 2, N, carries 0.4779; number 3, O, carries -0.7698; number 4, P, carries 0.9539; number 5, N, carries -0.1344; number 6, O, carries -0.2192



[2]
Below is an isolated ion of composition HN2O4S and charge -1, with properties calculated with ωB97M-V/def2-TZVPD.

XYZ file:
```
8
HN2O4S (ωB97M-V/def2-TZVPD)
O -2.77793 -0.27651 0.27178
S -1.54523 -0.72830 -0.36233
O -1.07194 -2.02054 0.13896
N -0.30838 0.56103 0.38893
N 0.71709 1.03558 0.06529
O 1.16774 2.14895 0.03766
O 1.89889 0.06571 -0.49319
H 1.91976 -0.78593 -0.04711
```

The multiplicity is 1. Its net charge is -1. The largest force on an atom is 1.36 eV/Å. As for the HOMO energy: -0.17800 Eh. Its energy above the lowest of the compared OMol25 structures with the same formula, charge and spin is 56.4 kcal/mol. The SMILES is O=S(=O)=NN([O-])O. As for the orbital gap: 8.8 eV. The molecular weight comes out at 125.1 g mol⁻¹.

natural (NBO) population analysis, charges in e, atoms 1 to 6: number 1, O, carries -0.9734; number 2, S, carries 1.6525; number 3, O, carries -0.9911; number 4, N, carries -0.4496; number 5, N, carries 0.5379; number 6, O, carries -0.4401



[3]
Below is a 2-piece molecular cluster, HN2O5S overall, with properties calculated with ωB97M-V/def2-TZVPD.

XYZ file:
```
9
HN2O5S (ωB97M-V/def2-TZVPD)
N -1.83237 -0.92318 -0.01574
N -0.64547 -1.25508 0.08380
O 1.95695 0.60104 1.36274
O -0.23164 -2.41724 0.20037
O 0.35270 1.64346 -0.22168
O 2.30753 0.39972 -1.08775
O -2.07347 0.40941 -0.15352
S 1.39020 0.61518 0.02276
H -1.22443 0.92670 -0.19098
```

The multiplicity is 1. Its net charge is -1. The largest force on an atom is 1.43 eV/Å. As for the HOMO energy (alpha / beta): -0.15023 / -0.19921 Eh. Its energy above the lowest of the compared OMol25 structures with the same formula, charge and spin is 63.5 kcal/mol. As for the orbital gap (alpha / beta): 6.3 / 8.4 eV. The molecular weight comes out at 141.1 g mol⁻¹.

natural (NBO) population analysis, charges in e, atoms 1 to 6: number 1, N, carries -0.0038; number 2, N, carries 0.1327; number 3, O, carries -0.9151; number 4, O, carries -0.4392; number 5, O, carries -0.9871; number 6, O, carries -0.9150



> Number 3 is which compound?

HN2O5S